This record from the Open Molecules 2025 dataset describes 5 unconnected molecules or ions with the total composition C44H51F32N3O4P at a distorted geometry. The level of theory is ωB97M-V with the def2-TZVPD basis set.

E_LUMO: -3.76 eV
2S+1: 1
E_HOMO: -10.50 eV
total charge: +1

Last column: Löwdin charge in e.
Positions of all 135 atoms, in Å:
C 1.5535 -3.4373 1.4440  -0.145
C 0.7936 -3.9596 0.0751  -0.250
C 1.4407 -3.3405 -1.2986  -0.163
C 1.0537 -1.7513 -1.5657  -0.275
C 1.2582 -1.3044 -3.1646  -0.057
N -0.3127 -1.3569 -1.0164  0.003
C -1.5243 -1.8704 -1.4974  -0.110
N -1.4977 -2.9319 -2.6173  0.051
C -2.3567 -2.2651 -3.7126  -0.164
C -3.8784 -2.2211 -3.1151  -0.168
C -4.0400 -1.6361 -1.6029  -0.548
C -5.0945 -2.6236 -0.8066  -0.144
C -4.7404 -3.5590 0.4963  -0.037
C -5.8406 -4.5174 1.2970  -0.062
C -7.4059 -4.5984 0.7672  -0.056
C -7.7797 -3.6968 -0.5751  -0.034
C -6.6730 -2.7160 -1.3519  -0.024
P -4.9785 0.0618 -1.7890  0.955
C -5.9406 0.4680 -0.1648  -0.310
C -3.6487 1.4390 -2.1498  -0.427
C -3.8916 2.7904 -1.2476  -0.194
N -2.7738 -1.3202 -0.8589  0.066
C -0.2785 -0.3272 0.1329  -0.117
C -0.6914 -0.6535 1.6869  -0.024
C -0.6299 0.4424 2.9293  -0.032
C -0.0812 1.9708 2.6523  -0.032
C 0.3380 2.3345 1.0875  -0.027
C 0.2506 1.2308 -0.1654  0.025
H 2.6392 -3.9015 1.5670  0.094
H 1.5856 -2.2632 1.5363  0.062
H 0.8902 -3.8125 2.3557  0.084
H 0.9656 -5.1306 0.0302  0.122
H -0.3506 -3.7603 0.2193  0.082
H 1.1835 -4.0223 -2.2436  0.120
H 2.6289 -3.3835 -1.2093  0.135
H 1.8909 -1.1294 -0.9841  0.159
H 1.0336 -2.2669 -3.7911  0.083
H 0.4379 -0.4941 -3.4730  0.088
H 2.3435 -0.8709 -3.3505  0.086
H -2.0742 -3.7512 -2.3124  0.131
H -2.0069 -1.1412 -3.8600  0.131
H -2.2414 -2.8214 -4.7397  0.145
H -4.5785 -1.6038 -3.8209  0.106
H -4.3046 -3.3362 -3.1139  0.137
H -3.6240 -3.5021 0.9029  0.071
H -5.4670 -5.1188 2.2455  0.087
H -8.1904 -5.3031 1.3198  0.101
H -8.8999 -3.7923 -0.9546  0.096
H -7.0798 -2.1410 -2.2860  0.090
H -6.0869 1.6144 0.0259  0.049
H -7.0319 0.0222 -0.3276  0.055
H -5.4605 -0.1235 0.7237  0.045
H -2.5518 1.0731 -1.9540  0.049
H -3.6982 1.6944 -3.3144  0.087
H -5.0014 3.1512 -1.4542  0.082
H -3.8449 2.4433 -0.1079  0.080
H -3.0981 3.6405 -1.4350  0.085
H -2.8519 -1.5345 0.1593  0.110
H -1.0760 -1.7539 1.9235  0.095
H -0.9806 0.0908 3.9999  0.100
H -0.0054 2.7734 3.5102  0.093
H 0.7414 3.4408 0.9163  0.089
H 0.6076 1.5993 -1.2214  0.098
C 0.5687 6.8363 5.3712  -0.051
C 1.5090 6.9475 6.5813  -0.430
C 2.7102 7.8652 6.3824  -0.289
F 3.5119 7.4626 5.3708  0.083
F 3.4886 7.8822 7.4982  0.096
F 1.8923 5.6997 6.9630  0.123
F 0.7671 7.4397 7.6234  0.106
O 0.7722 5.7099 4.5120  0.019
C 1.7975 5.8668 3.5316  -0.479
C 2.9822 4.9176 3.7508  -0.268
F 3.5328 5.0748 4.9811  0.093
F 3.9730 5.1538 2.8501  0.095
F 2.1635 7.1701 3.4784  0.126
F 1.2097 5.5971 2.3341  0.120
H -0.4396 6.6853 5.7760  0.152
H 0.4975 7.7738 4.8070  0.148
H 2.3945 8.8938 6.1864  0.177
H 2.6702 3.8716 3.6545  0.168
C -7.8827 -4.0780 5.1319  -0.058
C -8.3917 -2.7262 4.6082  -0.431
C -7.3280 -1.6410 4.4835  -0.292
F -6.7450 -1.3442 5.6667  0.084
F -7.8785 -0.4818 4.0316  0.090
F -9.4354 -2.3156 5.3774  0.129
F -8.9179 -2.9495 3.3625  0.090
O -8.0530 -4.3200 6.5322  0.035
C -7.0439 -3.7650 7.3752  -0.475
C -7.5788 -2.6656 8.3012  -0.263
F -8.1612 -1.6581 7.6032  0.087
F -6.5753 -2.1043 9.0269  0.096
F -6.0036 -3.3556 6.6099  0.117
F -6.5715 -4.8016 8.1198  0.140
H -8.4985 -4.8477 4.6506  0.150
H -6.8616 -4.2998 4.7995  0.137
H -6.5469 -1.9318 3.7752  0.167
H -8.3250 -3.0665 8.9963  0.179
C 6.1032 -0.6981 -6.6893  -0.048
C 5.0727 -0.9385 -5.5754  -0.420
C 5.2668 -2.2273 -4.7844  -0.281
F 5.1860 -3.3319 -5.5598  0.092
F 4.2980 -2.3578 -3.8380  0.070
F 3.8214 -0.8603 -6.1025  0.124
F 5.1708 0.1138 -4.7025  0.075
O 5.7117 -1.0876 -8.0097  0.038
C 5.8975 -2.4683 -8.3196  -0.474
C 4.5757 -3.2087 -8.5589  -0.263
F 3.7444 -3.1135 -7.4906  0.080
F 4.7877 -4.5355 -8.7677  0.098
F 6.6598 -3.0396 -7.3564  0.123
F 6.6499 -2.4958 -9.4534  0.144
H 6.2353 0.3887 -6.7591  0.150
H 7.0990 -1.0767 -6.4293  0.152
H 6.2319 -2.2346 -4.2698  0.180
H 4.0499 -2.8018 -9.4299  0.178
C 7.5340 3.3834 -0.6981  -0.053
C 8.9980 2.9200 -0.7509  -0.430
C 9.9146 3.7763 -1.6176  -0.289
F 9.5265 3.8092 -2.9123  0.084
F 11.1798 3.2760 -1.6145  0.094
F 9.0376 1.6125 -1.1230  0.122
F 9.4767 2.9520 0.5331  0.104
O 6.6287 2.7264 -1.5909  0.028
C 6.6034 3.2400 -2.9224  -0.472
C 7.1174 2.2337 -3.9594  -0.270
F 8.3796 1.8215 -3.6791  0.088
F 7.1574 2.7863 -5.2011  0.097
F 7.2662 4.4211 -2.9539  0.124
F 5.3007 3.5383 -3.1798  0.136
H 7.1625 3.1212 0.3002  0.150
H 7.4367 4.4746 -0.7464  0.148
H 9.9664 4.8032 -1.2449  0.176
H 6.4758 1.3462 -3.9970  0.145


This record from the Open Molecules 2025 dataset describes 4 unconnected molecules or ions with the total composition C14H21N3O3Si at a distorted geometry. The level of theory is ωB97M-V with the def2-TZVPD basis set.

E_LUMO: 0.32 eV
structure (SMILES): O=C(O)C[SiH2]O.c1cc[nH]c1.c1cc[nH]c1.c1cc[nH]c1
2S+1: 1
E_HOMO: -8.01 eV

Last column: Löwdin charge in e.
Positions of all 42 atoms, in Å:
O -4.7218 0.7944 2.6745  -0.049
C -4.5176 1.9842 2.0516  -0.318
O -5.4746 2.3621 1.0001  -0.046
C -3.1975 2.8428 2.5232  -0.223
Si -3.0577 4.5998 1.7241  0.604
O -1.9113 4.4587 0.3871  -0.313
H -5.1922 1.8241 0.1795  0.134
H -2.2519 2.2103 2.1614  0.106
H -3.0791 2.8959 3.7099  0.111
H -2.5258 5.5787 2.7067  -0.044
H -4.3786 5.0312 1.1988  -0.033
H -1.4537 5.3313 0.1922  0.057
N -3.1835 -0.2607 -1.4604  0.005
C -2.6514 0.9253 -1.8948  -0.139
C -1.5267 1.1874 -1.1447  -0.114
C -1.3717 0.1188 -0.2297  -0.141
C -2.4068 -0.7625 -0.4486  -0.133
H -4.0180 -0.6978 -1.8293  0.150
H -3.1182 1.4806 -2.6973  0.108
H -0.8863 2.0539 -1.2465  0.094
H -0.5890 0.0041 0.5090  0.097
H -2.6572 -1.7005 0.0286  0.113
N 1.1223 -1.8809 -1.8792  0.010
C 1.7026 -1.6269 -3.0946  -0.137
C 2.3942 -2.7536 -3.4798  -0.116
C 2.2198 -3.7234 -2.4637  -0.114
C 1.4279 -3.1588 -1.4890  -0.171
H 0.5563 -1.2280 -1.3529  0.113
H 1.5755 -0.6681 -3.5792  0.105
H 2.9618 -2.8655 -4.3945  0.089
H 2.6275 -4.7258 -2.4453  0.092
H 1.0578 -3.5556 -0.5531  0.110
N 4.9500 -1.5507 2.5672  -0.009
C 3.6951 -1.8403 2.0983  -0.142
C 3.7372 -1.8096 0.7223  -0.105
C 5.0658 -1.4963 0.3480  -0.107
C 5.7938 -1.3446 1.5069  -0.146
H 5.2127 -1.4983 3.5428  0.146
H 2.8814 -2.0412 2.7822  0.102
H 2.9017 -1.9942 0.0596  0.058
H 5.4502 -1.3931 -0.6585  0.093
H 6.8370 -1.1070 1.6673  0.104


This record from the Open Molecules 2025 dataset describes 6 unconnected molecules or ions with the total composition C35H26N2O22 at a distorted geometry. The level of theory is ωB97M-V with the def2-TZVPD basis set.

E_LUMO: -1.62 eV
structure (SMILES): O=C1C=C(O)C(=O)C=C1O.O=C1C=C(O)C(=O)C=C1O.O=C1C=C(O)C(=O)C=C1O.O=C1C=C(O)C(=O)C=C1O.O=C1C=C(O)C(=O)C=C1O.N#CO[C@H]1CCC(=O)N1
2S+1: 1
E_HOMO: -9.54 eV

Last column: Löwdin charge in e.
Positions of all 85 atoms, in Å:
N 4.4841 -5.0972 1.4920  0.200
C 3.8565 -4.5706 0.6802  -0.335
O 2.9152 -3.9150 0.0357  0.024
C 2.2621 -4.7413 -0.9704  -0.276
C 1.9230 -6.1660 -0.5498  -0.111
C 0.6338 -6.0542 0.2918  -0.051
C 0.2458 -4.5867 0.0776  -0.440
O -0.4083 -3.8896 0.7968  0.114
N 0.9100 -4.1610 -1.1198  0.125
H 2.7398 -4.6994 -1.9468  0.161
H 1.6009 -6.6096 -1.4967  0.124
H 2.7283 -6.8138 -0.2153  0.120
H 0.7294 -6.2140 1.3632  0.127
H -0.1167 -6.7229 -0.1202  0.123
H 0.9998 -3.1463 -1.0514  0.142
C -6.2607 -4.5577 3.1573  0.078
C -5.7095 -5.6223 2.5609  -0.234
C -4.2862 -5.6133 2.0749  -0.311
O -3.8634 -6.6323 1.5570  0.100
C -3.5076 -4.4025 2.2437  0.083
C -4.0563 -3.3337 2.8400  -0.232
C -5.4743 -3.3512 3.3447  -0.302
O -5.9089 -2.3526 3.8935  0.084
O -3.3847 -2.2061 3.0289  0.119
O -6.3645 -6.7597 2.3533  0.115
H -7.2815 -4.5546 3.5123  0.136
H -2.4891 -4.3981 1.8779  0.111
H -3.9983 -1.5890 3.4658  0.112
H -5.7302 -7.3566 1.9114  0.119
C -7.9825 1.5396 1.2329  0.074
C -7.1462 0.6080 1.7147  -0.226
C -6.0295 0.0418 0.8757  -0.294
O -5.2915 -0.7839 1.3784  0.113
C -5.8821 0.5154 -0.4910  0.077
C -6.7187 1.4462 -0.9660  -0.236
C -7.8221 2.0258 -0.1260  -0.315
O -8.5260 2.8801 -0.6323  0.109
O -6.6354 1.9341 -2.2001  0.099
O -7.2450 0.1354 2.9515  0.119
H -8.7854 1.9563 1.8241  0.136
H -5.0826 0.0952 -1.0851  0.136
H -7.3490 2.5968 -2.2811  0.116
H -6.5391 -0.5288 3.0874  0.084
C 7.3291 -0.7540 -0.7661  0.078
C 8.0355 -0.1341 0.1880  -0.230
C 7.5295 -0.0096 1.5984  -0.316
O 8.2438 0.5594 2.4057  0.094
C 6.2245 -0.5570 1.9177  0.079
C 5.5146 -1.1702 0.9621  -0.223
C 6.0310 -1.3204 -0.4421  -0.306
O 5.3280 -1.9105 -1.2428  0.103
O 4.3100 -1.6891 1.1669  0.107
O 9.2244 0.4183 -0.0311  0.119
H 7.6845 -0.8513 -1.7821  0.136
H 5.8613 -0.4421 2.9288  0.142
H 4.0287 -2.0588 0.3078  0.084
H 9.5110 0.8010 0.8212  0.121
C -2.6247 5.9534 -4.7131  0.075
C -1.9035 5.4236 -3.7164  -0.236
C -2.4710 4.3831 -2.7899  -0.311
O -1.7425 3.9404 -1.9223  0.110
C -3.8515 3.9670 -2.9802  0.079
C -4.5718 4.5005 -3.9744  -0.230
C -3.9986 5.5230 -4.9151  -0.314
O -4.7194 5.9427 -5.8010  0.109
O -5.8394 4.1702 -4.2077  0.109
O -0.6436 5.7679 -3.4695  0.115
H -2.2259 6.6995 -5.3856  0.136
H -4.2567 3.2280 -2.3035  0.123
H -6.1196 4.6955 -4.9817  0.121
H -0.3609 5.2362 -2.7007  0.121
C 5.1826 4.0686 0.7631  0.076
C 6.3027 3.6568 1.3731  -0.229
C 7.6495 4.2409 1.0407  -0.311
O 8.6162 3.8159 1.6441  0.112
C 7.7222 5.2684 0.0141  0.076
C 6.6020 5.6784 -0.5943  -0.237
C 5.2541 5.1083 -0.2493  -0.316
O 4.2863 5.5479 -0.8423  0.105
O 6.5892 6.6111 -1.5417  0.115
O 6.3117 2.7066 2.3015  0.105
H 4.2107 3.6556 0.9941  0.136
H 8.6953 5.6718 -0.2274  0.136
H 5.6546 6.7166 -1.8040  0.119
H 7.2425 2.5955 2.5849  0.102


This record from the Open Molecules 2025 dataset describes CH6N4O in the gas phase at a distorted geometry. The level of theory is ωB97M-V with the def2-TZVPD basis set.

E_LUMO: 0.64 eV
2S+1: 1
E_HOMO: -7.65 eV

Last column: Löwdin charge in e.
Positions of all 12 atoms, in Å:
N 0.4611 -1.0405 -0.8944  -0.081
N -0.6487 0.7619 -0.4177  -0.036
C 0.0078 -0.4901 0.2100  -0.539
N -0.2765 1.9518 0.2697  0.043
O 0.9525 -2.3656 -0.7041  -0.090
N 0.1812 -0.4039 1.4695  0.080
H 1.4832 -2.5233 -1.4941  0.076
H -0.1131 0.5169 -1.3851  0.189
H -1.6545 0.5823 -0.4680  0.161
H -0.0289 1.6235 1.2218  0.070
H -1.0836 2.5629 0.3507  0.085
H 0.7195 -1.1759 1.8416  0.043


This record from the Open Molecules 2025 dataset describes C5H6 in the gas phase at a distorted geometry. The level of theory is ωB97M-V with the def2-TZVPD basis set.

E_LUMO: 1.20 eV
structure (SMILES): C#CC1CC1
2S+1: 1
E_HOMO: -9.11 eV

Last column: Löwdin charge in e.
Positions of all 11 atoms, in Å:
C 0.2938 1.7049 -1.6774  0.085
C 0.0896 0.6302 -1.1798  -0.157
C -0.9016 -0.4670 0.8995  -0.114
C 0.5919 -0.5713 1.0402  -0.142
C 0.0302 -0.5331 -0.3445  -0.354
H 0.5526 2.6124 -2.3125  0.058
H -1.7493 -1.2292 0.8808  0.124
H -1.1500 0.5653 1.1647  0.098
H 1.2361 0.3660 1.3424  0.156
H 0.9777 -1.5834 1.1414  0.093
H 0.0290 -1.4948 -0.9548  0.154


This record from the Open Molecules 2025 dataset describes C5H6N2 in the gas phase at a distorted geometry. The level of theory is ωB97M-V with the def2-TZVPD basis set.

E_LUMO: 0.64 eV
2S+1: 1
E_HOMO: -7.72 eV

Last column: Löwdin charge in e.
Positions of all 13 atoms, in Å:
C 2.9780 -0.3878 0.5864  -0.118
C 1.3001 1.2155 -0.2645  -0.011
C 2.7057 0.7001 -0.2586  -0.303
C -0.7448 -0.0142 0.5260  -0.163
C -2.0258 -0.1443 -0.2553  -0.075
N 3.0412 -0.7608 -0.6161  0.188
N 0.3821 0.4670 0.0809  0.010
H 2.7821 -0.7606 1.4757  0.070
H 3.4462 1.4402 -0.5658  0.099
H -0.8243 -0.3217 1.5511  0.099
H -2.5210 0.8025 -0.3210  0.067
H -2.5748 -0.9225 0.2460  0.065
H -1.7961 -0.3748 -1.2853  0.072


This record from the Open Molecules 2025 dataset describes C3H5IO in the gas phase at a distorted geometry. The level of theory is ωB97M-V with the def2-TZVPD basis set.

E_LUMO: -0.61 eV
structure (SMILES): C=C(C)OI
2S+1: 1
E_HOMO: -8.82 eV

Last column: Löwdin charge in e.
Positions of all 10 atoms, in Å:
C -1.0996 -1.0024 0.5426  0.077
C 0.2425 -0.7819 0.2201  -0.527
C 1.0419 0.4303 0.0372  -0.109
O 0.9361 -1.9604 0.4516  -0.754
I 2.5024 -2.0181 1.6198  0.966
H -1.2484 -2.0975 0.6882  0.081
H -1.8331 -0.4035 0.1278  0.024
H 0.8564 0.6803 -1.0439  0.106
H 0.9272 1.2376 0.7940  0.105
H 2.1098 0.2406 -0.1045  0.032


This record from the Open Molecules 2025 dataset describes a molecular structure, C15H54AsF6O12 at a distorted geometry. The level of theory is ωB97M-V with the def2-TZVPD basis set.

E_LUMO (alpha / beta): 4.38 / 4.36 eV
<S²>: 0.752
2S+1: 2
E_HOMO (alpha / beta): 1.53 / -4.73 eV
total charge: -2

Last column: Löwdin charge in e.
Positions of all 88 atoms, in Å:
As -0.6733 0.3441 0.5774  0.897
F -1.7117 -0.1501 -0.7291  -0.316
F 0.1757 -1.1913 0.8284  -0.326
F 0.4871 1.0354 1.8242  -0.370
F -1.4706 1.9808 0.4639  -0.365
F -1.9037 0.0586 1.8354  -0.332
F 0.6079 0.8935 -0.5861  -0.350
O 0.7115 3.6780 1.9567  -0.074
H 0.3657 2.8096 2.1628  -0.023
H 0.2024 4.2753 2.5047  0.012
O -3.8178 0.1672 4.9330  -0.075
H -3.4330 0.5934 4.1672  -0.019
H -4.0920 0.8900 5.4974  0.022
O 0.1330 0.9214 -4.3009  -0.080
H 0.0113 0.0093 -4.0372  -0.029
H 0.2361 1.3977 -3.4770  0.001
O 1.6101 -0.8712 3.7440  -0.072
H 1.0644 -0.3397 3.1643  -0.018
H 1.7486 -0.3206 4.5146  0.016
O -3.5868 2.2544 3.2505  -0.059
H -2.7953 1.9410 2.8129  0.012
H -4.1250 2.6132 2.5449  0.043
O -0.5869 -1.3529 -2.9761  -0.055
H -1.2873 -1.1933 -3.6087  0.035
H -0.9890 -1.1819 -2.1245  0.007
O -3.7717 -2.1330 2.9146  -0.067
H -3.5997 -1.2545 3.2534  -0.022
H -3.3725 -2.7202 3.5565  0.021
C -0.7877 5.5095 -0.3127  -0.055
C -0.2014 4.7595 -1.4495  -0.541
C -1.1661 3.8837 -2.1682  -0.066
O 0.2108 5.7228 -2.3485  -0.060
H -0.1547 6.2717 0.1416  0.077
H -1.0142 4.8314 0.5101  0.062
H -1.6993 6.0141 -0.6329  0.078
H 0.6531 4.0978 -1.3080  0.140
H -1.3567 2.9521 -1.6354  0.062
H -0.7836 3.3446 -3.0348  0.067
H -2.0313 4.4971 -2.4199  0.085
H 0.6257 5.2005 -3.0389  0.082
C 0.6076 -4.2090 3.2617  -0.051
C 0.1667 -5.2588 2.3291  -0.521
C 1.0387 -6.4346 2.3373  -0.089
O -1.1430 -5.6582 2.7540  -0.067
H 1.6925 -4.1388 3.3410  0.077
H 0.2279 -4.4319 4.2588  0.090
H 0.4587 -3.1656 2.9840  0.067
H 0.0309 -5.0589 1.2662  0.136
H 0.5013 -7.1953 1.7710  0.078
H 1.2426 -6.9132 3.2951  0.078
H 2.0428 -6.1676 2.0079  0.071
H -1.5387 -6.2975 2.1571  0.074
C 4.6785 3.4547 -1.3248  -0.056
C 3.6851 2.3065 -1.3785  -0.510
C 4.3045 0.9898 -1.8099  -0.064
O 3.0394 2.1515 -0.1244  -0.058
H 4.1468 4.3550 -1.6326  0.070
H 5.5365 3.2927 -1.9772  0.065
H 5.0087 3.4844 -0.2864  0.080
H 2.9106 2.6039 -2.0855  0.118
H 5.2829 0.7480 -1.3949  0.069
H 4.4933 0.9938 -2.8834  0.071
H 3.7004 0.1152 -1.5684  0.074
H 2.6038 1.2961 -0.1338  0.046
C -5.3279 1.5125 -3.5349  -0.055
C -4.1762 1.3903 -2.5555  -0.515
C -4.2701 2.2272 -1.3096  -0.082
O -3.9516 0.0864 -2.0874  -0.057
H -5.4448 2.4551 -4.0696  0.071
H -6.3126 1.2797 -3.1296  0.068
H -5.1698 0.6902 -4.2327  0.068
H -3.2370 1.7622 -2.9651  0.124
H -4.1764 3.3029 -1.4583  0.072
H -3.5261 1.9594 -0.5594  0.049
H -5.1460 1.9566 -0.7198  0.077
H -3.2841 0.1264 -1.3985  0.031
C 4.3897 -3.5957 0.4283  -0.047
C 3.1909 -3.8047 -0.5146  -0.462
C 3.1072 -5.2165 -1.1798  -0.068
O 1.9035 -3.5544 0.0891  -0.057
H 5.2723 -3.8952 -0.1369  0.067
H 4.3394 -4.3566 1.2071  0.068
H 4.3305 -2.5654 0.7791  0.083
H 3.2996 -3.2748 -1.4609  0.117
H 2.3451 -5.3330 -1.9503  0.071
H 2.8273 -5.9192 -0.3950  0.056
H 4.0234 -5.5052 -1.6949  0.065
H 1.8429 -2.8296 0.7158  0.061